{
  "formula": "C40H64Br8O24",
  "method": "ωB97M-V with the def2-TZVPD basis set",
  "symbols": ["C", "C", "C", "O", "C", "O", "O", "H", "H", "H", "H", "H", "H", "C", "C", "C", "O", "C", "O", "O", "H", "H", "H", "H", "H", "H", "C", "C", "C", "O", "C", "O", "O", "H", "H", "H", "H", "H", "H", "C", "C", "C", "O", "C", "O", "O", "H", "H", "H", "H", "H", "H", "C", "C", "C", "O", "C", "O", "O", "H", "H", "H", "H", "H", "H", "C", "C", "C", "O", "C", "O", "O", "H", "H", "H", "H", "H", "H", "C", "C", "C", "O", "C", "O", "O", "H", "H", "H", "H", "H", "H", "C", "C", "C", "O", "C", "O", "O", "H", "H", "H", "H", "H", "H", "Br", "C", "C", "Br", "H", "H", "H", "H", "Br", "C", "C", "Br", "H", "H", "H", "H", "Br", "C", "C", "Br", "H", "H", "H", "H", "Br", "C", "C", "Br", "H", "H", "H", "H"],
  "positions_angstrom": [[-2.719056, 2.362336, 2.945656], [-3.947066, 3.036205, 2.271173], [-4.092873, 4.537667, 2.473482], [-3.853539, 5.123374, 1.200978], [-3.878861, 4.113920, 0.257323], [-3.795462, 4.234578, -0.959779], [-3.868610, 2.920604, 0.849302], [-2.692673, 2.535727, 4.021459], [-1.754056, 2.728704, 2.595459], [-2.826760, 1.290589, 2.778787], [-4.786794, 2.424218, 2.600467], [-3.424127, 4.940373, 3.234197], [-5.073697, 4.897832, 2.783908], [-5.613845, 0.606973, -0.709747], [-5.860602, -0.526736, 0.307923], [-4.832741, -0.535914, 1.461842], [-5.624627, -0.355652, 2.631839], [-6.901371, -0.231228, 2.308438], [-7.900855, -0.126228, 3.073350], [-7.102670, -0.278863, 0.957316], [-6.450097, 0.632101, -1.408424], [-4.650136, 0.402556, -1.176211], [-5.645985, 1.525421, -0.123644], [-6.028746, -1.464398, -0.221820], [-4.069824, 0.232735, 1.338403], [-4.342401, -1.504448, 1.363845], [1.354338, -2.778623, 6.367834], [1.235918, -1.302172, 5.945658], [2.547648, -0.498205, 6.056876], [2.657136, 0.154757, 4.829571], [1.539558, -0.090634, 4.038573], [1.255323, 0.370827, 2.928694], [0.995806, -1.181115, 4.545564], [0.456847, -3.390638, 6.278188], [1.705895, -2.870035, 7.395520], [2.013970, -3.285245, 5.663320], [0.434541, -0.778453, 6.466836], [3.447569, -1.108443, 6.133365], [2.524237, 0.182492, 6.907880], [-4.508166, -0.308865, -6.887985], [-3.592295, 0.504887, -5.944182], [-4.219588, 0.935736, -4.694809], [-3.232169, 0.662251, -3.722951], [-2.333068, -0.291060, -4.229298], [-1.461810, -0.909491, -3.599741], [-2.645243, -0.488610, -5.446274], [-5.103312, 0.354817, -7.515226], [-5.273839, -0.839770, -6.322303], [-3.958346, -1.007000, -7.519179], [-3.046957, 1.327864, -6.406152], [-5.116737, 0.359708, -4.468057], [-4.519306, 1.983509, -4.674229], [-3.713470, -4.885693, 2.792056], [-2.930950, -4.592462, 1.523050], [-2.477307, -5.784643, 0.740883], [-3.352380, -5.784979, -0.417641], [-4.030529, -4.684150, -0.477097], [-4.824706, -4.345991, -1.344012], [-3.873090, -4.076527, 0.662574], [-4.630692, -5.418561, 2.541350], [-3.834160, -3.925151, 3.292957], [-3.103311, -5.413454, 3.525046], [-2.088731, -3.920293, 1.687209], [-2.677599, -6.690284, 1.313415], [-1.417062, -5.788451, 0.487918], [6.173650, 2.428428, -3.841387], [4.916144, 3.202275, -4.181076], [3.621653, 2.494334, -3.788065], [2.967054, 3.500007, -3.074483], [3.703658, 4.536565, -2.885269], [3.322806, 5.577993, -2.390626], [4.847490, 4.406554, -3.406513], [7.032342, 2.910346, -4.308829], [6.114421, 1.389712, -4.166428], [6.432987, 2.475348, -2.783732], [4.818439, 3.530671, -5.215825], [3.789385, 1.619097, -3.160428], [3.040878, 2.093851, -4.618978], [4.009484, 0.385194, 1.753504], [5.423793, 0.017264, 1.404362], [6.318441, 1.074522, 0.797177], [7.537223, 0.879675, 1.505850], [7.381662, -0.077713, 2.505234], [8.337626, -0.581677, 3.082227], [6.071199, -0.535573, 2.483673], [3.967859, 1.065161, 2.604398], [3.444973, -0.468165, 2.129290], [3.431570, 0.732329, 0.896987], [5.378868, -0.860429, 0.759598], [5.982926, 2.087124, 1.021134], [6.450867, 0.773761, -0.242102], [2.108383, -5.958018, 0.879269], [2.155525, -5.053098, 2.186978], [1.438366, -3.699352, 2.000907], [0.482415, -3.662044, 3.028095], [0.308988, -4.911554, 3.556154], [-0.560358, -5.174260, 4.385177], [1.302430, -5.709726, 3.146242], [1.107889, -6.350774, 0.698053], [2.739770, -6.846391, 0.895069], [2.534980, -5.406338, 0.041552], [3.149909, -4.896479, 2.605020], [0.910787, -3.615520, 1.050781], [2.172826, -2.895335, 2.048004], [-0.197076, 4.362967, 0.956428], [1.658143, 4.515861, 0.051532], [2.582647, 3.963023, 1.191688], [4.453797, 4.209932, 0.576602], [1.734135, 5.588822, -0.124733], [1.765320, 3.884659, -0.830620], [2.337217, 2.926562, 1.423213], [2.355656, 4.503458, 2.110661], [4.819313, -0.526211, -2.372908], [3.940379, -1.513371, -3.925399], [2.466267, -1.647500, -3.691847], [1.590830, -2.459507, -5.257752], [4.471392, -2.464311, -3.968213], [4.015105, -0.968003, -4.866187], [1.884437, -0.734383, -3.566169], [2.337772, -2.304775, -2.831850], [-2.502006, 5.654478, -3.895810], [-0.647734, 5.106199, -3.336863], [-0.596805, 3.617796, -3.442950], [-0.127950, 3.313580, -5.332989], [-0.594366, 5.361998, -2.278652], [0.206712, 5.636196, -3.757736], [-1.619328, 3.269033, -3.298315], [0.127964, 3.183535, -2.754308], [-1.546681, -1.249491, 1.078009], [-0.630333, 0.142435, -0.006657], [0.786558, -0.341425, -0.327479], [1.666414, 1.134358, -1.323015], [-0.480356, 1.145784, 0.391970], [-1.197779, 0.156991, -0.937187], [0.770593, -1.245144, -0.936685], [1.333962, -0.621601, 0.572506]],
  "forces_ev_per_angstrom": [[-0.417, 0.425, -0.357], [0.892, -0.731, 0.880], [-0.540, 0.665, 0.753], [0.062, -0.978, -1.330], [1.191, 0.850, -2.385], [-0.475, 0.245, 3.048], [-0.180, -0.392, 0.195], [-0.446, 0.019, 0.077], [-0.119, -0.082, -0.382], [0.384, -0.002, 0.029], [-0.401, 0.451, -0.056], [0.456, -0.059, -0.327], [-0.287, -0.506, 0.008], [-0.489, -0.911, 1.103], [-0.249, 1.082, -1.110], [-0.312, -0.748, -1.763], [0.550, -0.061, 0.476], [-5.490, 0.114, 1.142], [4.452, -0.215, -2.292], [0.287, 0.219, 1.610], [0.256, -0.071, -0.240], [-0.056, 0.469, -0.249], [0.404, 0.161, -0.349], [0.645, -0.255, 0.216], [-0.290, 0.162, 0.291], [0.021, -0.056, 1.017], [-0.200, 0.178, -0.671], [0.617, -0.611, 0.385], [0.190, -0.933, 0.860], [-1.097, 2.320, -1.831], [1.337, -0.366, -2.208], [0.964, -0.557, 3.410], [-2.058, -0.589, -0.226], [-0.462, 0.575, 0.095], [0.196, 0.097, -0.115], [0.563, 0.159, 0.222], [-0.105, -0.122, 0.044], [-0.138, -0.296, 0.225], [0.025, 0.252, -0.218], [-0.297, 1.015, 0.064], [-0.106, -1.898, -1.678], [-1.190, 0.513, 1.122], [1.735, -0.537, 1.149], [0.952, -0.529, 3.722], [-2.399, 2.261, -1.234], [0.305, -0.363, -2.987], [0.242, 0.168, -0.240], [0.351, -0.284, 0.239], [0.078, 0.196, 0.123], [0.199, -0.276, -0.258], [-0.029, -0.215, 0.102], [0.364, 0.068, 0.096], [1.362, 0.338, 0.595], [0.144, -0.807, 1.074], [-0.236, -1.547, 0.022], [2.335, -2.508, -0.725], [-2.910, 0.730, -1.740], [1.786, -0.565, 1.382], [-1.286, 4.397, 0.256], [0.006, 0.197, 0.248], [-0.824, 0.030, -0.122], [0.007, -0.474, -0.185], [-0.225, 0.331, 0.070], [0.011, -0.189, -0.247], [-0.163, 0.161, -0.512], [0.622, 0.610, -0.505], [0.015, -0.532, -0.066], [0.790, -1.123, -0.128], [-3.345, -1.962, 0.460], [-1.883, 4.236, 1.259], [-0.100, -0.992, 0.206], [3.875, -0.449, -1.336], [0.020, -0.134, -0.301], [0.003, 0.121, -0.005], [-0.578, -0.175, 0.179], [0.523, -0.186, -0.141], [0.127, 0.391, 0.290], [-0.253, 0.655, -0.191], [-0.404, -0.046, 0.555], [-2.027, -1.113, -1.542], [0.022, -0.365, 0.877], [0.356, -0.884, 1.312], [1.930, -1.551, -1.068], [-3.055, 1.645, -0.821], [2.971, 0.664, 2.702], [0.071, 0.485, -0.286], [0.296, -0.363, -0.153], [0.254, 0.365, 0.007], [-0.229, 0.222, -0.888], [-0.067, -0.127, -0.624], [0.190, 0.867, -0.138], [1.029, 0.587, 0.921], [-1.131, -1.085, -1.684], [0.635, -0.358, -0.755], [-0.730, -0.406, 0.617], [-0.996, 0.636, 2.137], [2.104, 0.368, -2.371], [-0.170, -0.354, 0.392], [-0.121, 0.568, -0.075], [0.132, 0.011, 0.689], [-0.490, 0.274, -0.166], [-0.052, -0.400, 0.012], [0.052, -0.113, -0.163], [-0.323, 0.274, 0.380], [0.990, -0.089, -1.061], [-0.021, -0.630, 2.092], [-1.029, 0.903, -0.963], [-0.848, -0.157, 0.500], [0.238, -0.384, -0.115], [-0.603, 0.337, 0.053], [0.476, -0.143, -0.455], [0.698, 0.291, -0.123], [-0.428, -0.991, -0.916], [-0.040, 0.644, -0.181], [-0.560, -0.639, 0.615], [0.450, -0.030, 0.345], [-0.181, 0.203, -0.017], [0.893, 0.265, 0.270], [0.513, 0.040, 0.151], [-0.521, 0.007, -0.134], [1.342, 0.258, -0.030], [-0.624, 0.539, 1.485], [-0.245, 0.514, -0.768], [0.076, -0.781, 0.238], [-0.415, 0.077, 0.139], [-0.566, 0.073, -0.701], [0.412, -0.585, 0.093], [0.019, -0.178, -0.402], [0.731, 0.896, -0.227], [0.937, -0.556, -0.952], [-0.520, -0.529, 0.094], [-0.327, -0.729, 0.532], [-0.937, -0.243, 0.785], [-0.091, 0.216, 0.178], [0.008, 0.316, -0.435], [0.221, 0.705, 0.009]],
  "mulliken_charge": [-0.8670, 0.8294, -0.5672, -0.3663, 0.2968, -0.4991, -0.0053, 0.4359, -0.0397, 0.1311, 0.0425, 0.3143, 0.2776, -1.0984, 0.3329, 2.0562, -0.3577, 0.5829, -0.6484, -0.3883, 0.4465, 0.2424, 0.0741, 0.2715, -0.9101, -0.7394, -1.4170, 0.4110, -0.5763, -0.3594, 0.4341, -0.2557, -0.0633, 0.3240, 0.4037, 0.3007, 0.2633, 0.3578, 0.2697, -1.3778, 0.4004, -0.5488, -0.0053, 0.4684, -0.5621, -0.3780, 0.3911, 0.3646, 0.3329, 0.2995, 0.2772, 0.3669, -1.5256, 1.9184, -0.2454, -0.3903, 0.7080, -0.6204, -0.2461, 0.4039, 0.3123, 0.3926, -1.1551, 0.2606, 0.2109, -1.3239, 0.3636, 0.6462, 0.2472, 0.3562, -0.6210, -0.3889, 0.4012, 0.3380, 0.2500, 0.3404, -0.7585, 0.2648, 0.0890, 0.0667, 0.5522, -0.3780, 0.5173, -0.5649, -0.4202, 0.4025, -0.2169, -0.3936, 0.1803, -0.0706, 0.0110, -1.2407, 0.2917, 0.2611, -0.0275, 0.4619, -0.6134, -0.3893, 0.2448, 0.3924, 0.3340, 0.4389, 0.1524, -0.3222, -0.2121, -0.4378, -0.0682, -0.1751, 0.5992, -0.1631, -0.1844, 0.5617, -0.1074, -0.5342, -0.3293, -0.1245, 0.4775, 0.3905, 0.0461, 0.2935, -0.1913, -0.6651, 0.0341, -0.2319, 0.2576, 0.5638, 0.5648, -0.4378, -0.1472, -0.6367, -0.1523, 0.0212, 0.1769, 0.5123, 0.6103, -0.1780],
  "smiles": "C[C@H]1COC(=O)O1.C[C@H]1COC(=O)O1.C[C@H]1COC(=O)O1.C[C@H]1COC(=O)O1.C[C@H]1COC(=O)O1.C[C@H]1COC(=O)O1.C[C@H]1COC(=O)O1.C[C@H]1COC(=O)O1.BrCCBr.BrCCBr.BrCCBr.BrCCBr",
  "lumo_ev": -0.25,
  "gap_ev": 9.517,
  "charge": 0,
  "max_force_ev_per_a": 5.6
}